(1)
# C4H6Cl2

An isolated molecule of C4H6Cl2 (wB97M-V/def2-TZVPD, the Open Molecules 2025 dataset).

Energy relative to the best compared isomer or geometry (same formula, charge and spin) = 16.0 kcal/mol
Maximum force = 3.259 eV/Å
Kohn-Sham gap = 10.777 eV

Structure (ORCA input):
```
! wB97M-V def2-TZVPD RIJCOSX def2/J DEFGRID3
* xyz 0 1
C -1.341 0.046 -0.705
C -0.014 -0.483 -0.262
C 0.477 -0.239 1.168
C 1.176 0.306 -0.083
H -2.199 -0.532 -0.383
H -1.504 1.046 -0.242
H -1.428 0.098 -1.795
H 0.177 -1.483 -0.689
H 0.941 -0.992 1.794
H -0.182 0.423 1.706
Cl 1.152 2.096 -0.103
Cl 2.745 -0.286 -0.407
*
```

---

(2)
# C4H6Cl2

An isolated molecule of C4H6Cl2 (wB97M-V/def2-TZVPD, the Open Molecules 2025 dataset).

Energy relative to the best compared isomer or geometry (same formula, charge and spin) = 3.4 kcal/mol
Maximum force = 2.809 eV/Å
Kohn-Sham gap = 10.402 eV

Structure (ORCA input):
```
! wB97M-V def2-TZVPD RIJCOSX def2/J DEFGRID3
* xyz 0 1
C 0.557 -1.022 0.726
C -0.062 -0.063 -0.229
C -0.264 1.317 0.381
C -0.567 -0.308 -1.428
H -0.040 -1.050 1.595
H 0.624 -2.104 0.322
H 1.565 -0.715 1.071
H -0.872 1.965 -0.180
H -0.740 1.266 1.351
H -1.040 0.491 -2.044
Cl 1.326 2.061 0.670
Cl -0.487 -1.836 -2.237
*
```

---

(3)
# C4H6Cl2N2

A structure of composition C4H6Cl2N2 (wB97M-V/def2-TZVPD, the Open Molecules 2025 dataset).

Energy relative to the best compared isomer or geometry (same formula, charge and spin) = 13.9 kcal/mol
Maximum force = 3.663 eV/Å
Kohn-Sham gap = 9.748 eV

Structure (ORCA input):
```
! wB97M-V def2-TZVPD RIJCOSX def2/J DEFGRID3
* xyz 0 1
C -0.468 -1.113 -1.103
C 1.150 0.735 -0.777
C -1.268 0.636 0.697
C 0.282 -0.329 -0.169
N -1.101 -1.745 -1.816
N 0.875 -1.095 0.830
Cl -2.074 1.612 -0.512
Cl -2.302 -0.586 1.399
H 1.626 1.325 0.004
H 0.567 1.384 -1.424
H 1.927 0.255 -1.375
H -0.839 1.269 1.469
H 0.259 -1.783 1.241
H 1.366 -0.564 1.535
*
```

---

(4)
# C4H6ClNO

An isolated molecule of C4H6ClNO (wB97M-V/def2-TZVPD, the Open Molecules 2025 dataset).

Energy relative to the best compared isomer or geometry (same formula, charge and spin) = 47.3 kcal/mol
Maximum force = 5.523 eV/Å
Kohn-Sham gap = 10.658 eV

Structure (ORCA input):
```
! wB97M-V def2-TZVPD RIJCOSX def2/J DEFGRID3
* xyz 0 1
C 1.884 0.815 -0.282
C -1.524 -0.687 -0.171
C -0.408 0.281 -0.690
C 0.681 0.276 0.297
N 2.749 1.452 -0.661
O 0.398 0.609 1.584
Cl 1.494 -1.667 0.346
H -2.117 -1.168 -0.949
H -1.164 -1.393 0.438
H -2.355 -0.153 0.359
H -0.080 -0.141 -1.609
H -0.629 1.382 -0.855
H 1.072 0.395 2.194
*
```

---

(5)
# C4H6ClNO2

An isolated molecule of C4H6ClNO2 (wB97M-V/def2-TZVPD, the Open Molecules 2025 dataset).

Energy relative to the best compared isomer or geometry (same formula, charge and spin) = 57.1 kcal/mol
Maximum force = 3.799 eV/Å
Kohn-Sham gap = 10.504 eV

Structure (ORCA input):
```
! wB97M-V def2-TZVPD RIJCOSX def2/J DEFGRID3
* xyz 0 1
C -0.310 -1.083 -0.007
C -1.270 0.103 0.372
C -0.446 1.262 -0.058
C 0.955 0.805 0.005
H 2.700 -0.969 -0.144
H -0.359 -1.931 0.634
H -0.504 -1.464 -1.032
H -1.233 0.146 1.556
H -0.576 1.521 -1.158
H -0.834 2.193 0.488
N 0.966 -0.552 0.260
O 1.892 -1.430 -0.353
O 1.932 1.476 -0.281
Cl -2.912 -0.077 -0.281
*
```

---

(6)
# C4H6ClO2P

A cluster of 2 separate species, C4H6ClO2P in total (wB97M-V/def2-TZVPD, the Open Molecules 2025 dataset).

Energy relative to the best compared isomer or geometry (same formula, charge and spin) = 25.0 kcal/mol
Maximum force = 3.726 eV/Å
Kohn-Sham gap = 8.481 eV

Structure (ORCA input):
```
! wB97M-V def2-TZVPD RIJCOSX def2/J DEFGRID3
* xyz 0 1
C 0.630 1.325 -0.256
C 0.718 -0.952 0.637
C -1.117 -0.754 -1.028
C 0.311 -0.774 -0.675
O 1.685 1.699 -0.609
O -0.029 -0.897 1.631
P -0.724 1.764 0.806
Cl 2.402 -1.366 0.947
H -1.331 -1.426 -1.822
H -1.688 -0.891 -0.030
H -1.535 0.157 -1.270
H 1.001 -0.796 -1.566
H 0.298 2.374 1.591
H -0.621 0.537 1.643
*
```